Computed, not measured: a cluster of 5 separate species, C63H43INO12 in total, with wB97M-V/def2-TZVPD.

The calculation puts the strongest force on any atom at 3.31 eV Å⁻¹. The net charge is -1. Its HOMO-LUMO gap is 4.070 eV.

```
120
Properties=species:S:1:pos:R:3:forces:R:3
C 8.630 0.346 5.433 -0.1 -0.4 -0.5
C 8.675 1.276 4.141 0.8 -0.8 0.4
O 8.748 2.671 4.451 0.1 -0.8 0.1
C 7.554 0.930 3.079 0.9 0.8 -0.3
N 6.307 1.700 3.228 -0.4 -1.0 -0.4
C 5.532 1.310 4.424 0.0 -0.2 0.6
C 3.961 1.419 4.231 -0.3 0.1 0.0
C 3.275 0.158 4.879 1.5 1.0 0.7
O 3.657 -0.360 5.869 -0.4 0.2 -0.7
I 1.458 -0.757 4.006 -0.1 0.2 -0.3
C 5.894 2.234 5.686 1.1 3.1 0.0
O 6.045 1.721 6.812 -0.3 -0.8 -0.7
O 6.044 3.500 5.435 -0.9 -2.9 0.0
H 7.620 -0.091 5.633 0.8 0.6 -0.1
H 8.942 0.893 6.362 -0.2 -0.5 -0.9
H 9.319 -0.533 5.251 -0.6 1.0 0.3
H 9.663 1.029 3.639 -1.0 0.1 0.3
H 8.724 2.768 5.418 -0.4 0.1 -0.6
H 7.991 1.209 2.071 -0.6 -0.2 1.0
H 7.420 -0.191 3.058 0.0 0.7 0.2
H 5.761 1.477 2.384 0.1 0.3 0.5
H 5.777 0.237 4.660 -0.3 0.8 0.1
H 3.593 2.303 4.836 0.3 -0.9 -0.6
H 3.636 1.601 3.174 0.3 -0.4 0.9
C -0.611 -3.329 -4.443 0.0 0.0 0.1
C -1.910 -3.803 -4.605 0.0 0.0 0.1
C -2.825 -3.690 -3.568 0.1 -0.1 -0.2
C -2.441 -3.113 -2.360 0.2 0.0 -0.1
C -1.132 -2.661 -2.190 -0.1 -0.1 -0.2
C -0.222 -2.760 -3.240 0.0 -0.1 -0.2
C -0.694 -2.088 -0.892 0.6 0.2 0.2
O 0.445 -1.690 -0.746 -0.1 0.0 -0.1
C -1.668 -2.019 0.224 -0.2 0.0 0.2
C -1.259 -1.538 1.466 0.0 0.1 0.2
C -2.167 -1.457 2.513 0.0 0.0 -0.1
C -3.490 -1.847 2.323 0.0 0.0 -0.1
C -3.901 -2.332 1.089 0.0 0.0 0.2
C -2.991 -2.429 0.040 0.1 0.1 0.1
C -3.433 -2.982 -1.264 -0.6 -0.2 0.0
O -4.589 -3.327 -1.431 0.1 0.0 0.0
H 0.100 -3.409 -5.258 -0.1 0.0 0.0
H -2.209 -4.258 -5.542 0.0 0.1 0.0
H -3.837 -4.055 -3.699 0.0 0.1 0.2
H 0.792 -2.397 -3.117 -0.1 0.0 0.2
H -0.232 -1.229 1.623 -0.1 0.0 -0.2
H -1.845 -1.088 3.480 0.0 0.0 -0.1
H -4.199 -1.777 3.140 0.1 0.0 0.0
H -4.931 -2.639 0.947 0.1 0.0 -0.1
C 6.809 7.227 -1.092 -0.1 -0.1 0.0
C 7.190 6.084 -0.393 -0.1 0.0 -0.1
C 6.253 5.106 -0.096 0.2 0.0 0.0
C 4.927 5.272 -0.485 0.1 0.2 -0.1
C 4.540 6.429 -1.164 0.1 -0.1 0.1
C 5.487 7.400 -1.476 0.2 0.1 0.0
C 3.120 6.642 -1.541 -0.1 0.5 -0.3
O 2.781 7.649 -2.137 0.0 -0.1 0.0
C 2.119 5.611 -1.172 -0.1 -0.1 0.1
C 0.774 5.820 -1.467 -0.2 -0.1 0.0
C -0.168 4.856 -1.137 0.1 0.0 0.0
C 0.231 3.673 -0.520 0.1 0.1 0.0
C 1.568 3.462 -0.219 -0.2 -0.1 0.0
C 2.514 4.434 -0.535 -0.2 0.1 -0.1
C 3.937 4.212 -0.177 0.2 -0.5 0.4
O 4.286 3.183 0.364 -0.1 0.0 -0.1
H 7.545 7.986 -1.331 0.0 0.0 0.0
H 8.221 5.956 -0.082 -0.1 0.0 0.0
H 6.555 4.215 0.445 -0.2 0.0 0.0
H 5.195 8.294 -2.014 -0.1 -0.1 0.1
H 0.459 6.738 -1.950 0.2 0.0 0.0
H -1.214 5.024 -1.363 0.1 0.0 0.0
H -0.505 2.917 -0.269 0.1 0.0 0.0
H 1.873 2.542 0.266 0.1 0.1 0.0
C -0.184 -2.831 -12.433 -0.1 0.0 0.0
C -0.978 -2.936 -13.572 -0.1 0.0 0.1
C -2.299 -3.344 -13.464 0.2 0.1 -0.1
C -2.830 -3.661 -12.217 0.2 0.0 0.0
C -2.028 -3.579 -11.078 0.0 0.1 -0.2
C -0.707 -3.152 -11.188 0.2 0.1 -0.1
C -2.565 -3.960 -9.748 0.4 0.0 0.5
O -1.867 -3.885 -8.755 -0.1 0.0 -0.1
C -3.965 -4.442 -9.653 -0.2 -0.1 0.0
C -4.467 -4.858 -8.422 -0.2 -0.1 0.1
C -5.779 -5.298 -8.320 0.1 0.0 -0.1
C -6.598 -5.316 -9.446 0.1 0.0 0.0
C -6.101 -4.909 -10.675 -0.2 -0.1 0.1
C -4.781 -4.480 -10.784 0.0 0.0 0.2
C -4.250 -4.079 -12.111 -0.4 0.0 -0.6
O -4.964 -4.099 -13.095 0.1 0.0 0.1
H 0.845 -2.503 -12.517 -0.1 0.0 0.0
H -0.564 -2.697 -14.545 0.0 0.0 0.1
H -2.914 -3.420 -14.353 -0.1 0.0 0.2
H -0.084 -3.074 -10.305 -0.2 -0.1 0.0
H -3.834 -4.843 -7.543 0.1 0.1 -0.2
H -6.165 -5.626 -7.362 0.0 0.0 -0.1
H -7.625 -5.654 -9.363 0.1 0.0 0.0
H -6.741 -4.929 -11.549 0.2 0.1 0.0
C -0.951 0.477 9.449 -0.1 0.0 0.0
C -0.766 -0.244 8.273 0.0 0.0 0.0
C -1.859 -0.590 7.491 0.2 0.0 0.0
C -3.142 -0.225 7.887 0.1 0.0 0.1
C -3.330 0.477 9.079 0.1 0.0 -0.1
C -2.230 0.837 9.853 0.2 0.0 0.0
C -4.695 0.830 9.539 0.1 0.3 0.6
O -4.862 1.445 10.575 -0.1 -0.1 -0.1
C -5.859 0.411 8.716 -0.2 -0.1 -0.1
C -7.149 0.683 9.162 -0.2 0.0 0.0
C -8.242 0.308 8.394 0.1 0.0 0.0
C -8.051 -0.334 7.174 0.1 0.0 0.0
C -6.767 -0.612 6.728 -0.2 0.0 0.0
C -5.668 -0.250 7.502 -0.2 0.1 0.1
C -4.300 -0.584 7.032 0.2 -0.3 -0.6
O -4.134 -1.149 5.966 -0.1 0.1 0.1
H -0.096 0.754 10.055 0.0 0.0 -0.1
H 0.232 -0.535 7.966 -0.1 0.0 0.0
H -1.709 -1.147 6.574 -0.1 0.1 0.0
H -2.369 1.393 10.772 -0.1 -0.1 -0.1
H -7.304 1.185 10.110 0.2 0.0 -0.1
H -9.246 0.517 8.746 0.1 0.0 0.0
H -8.906 -0.620 6.571 0.1 0.0 0.0
H -6.623 -1.116 5.780 0.2 0.0 0.1
```
Forces are in eV/Å.


Computed, not measured: the molecule C3H8N6, with wB97M-V/def2-TZVPD.

The calculation puts the strongest force on any atom at 6.62 eV Å⁻¹. Its HOMO-LUMO gap is 9.408 eV.

```
17
Properties=species:S:1:pos:R:3:forces:R:3
H 2.144 1.128 -1.010 -1.9 -0.7 -2.4
N 1.610 0.982 -1.980 4.3 1.3 2.3
C 0.479 0.489 -1.989 -1.3 0.9 -1.7
N -0.318 0.103 -0.961 -1.9 -0.3 -0.3
C 0.096 -0.125 0.292 1.4 -1.5 2.9
N -0.621 0.003 1.342 -1.8 0.8 0.1
N -1.872 0.724 1.121 -0.3 -0.9 3.5
C -2.566 0.674 2.256 1.9 1.6 -1.1
N 1.354 -0.774 0.534 -1.8 1.3 -6.2
N 1.601 -1.762 -0.505 1.2 0.1 0.2
H 0.033 0.521 -2.998 -0.4 -0.6 0.6
H -1.346 0.172 -1.024 1.0 0.1 -0.2
H -3.386 1.476 2.405 1.0 -1.9 -0.5
H -2.098 0.133 3.164 -1.0 0.8 -1.5
H 1.522 -1.011 1.447 0.3 -1.1 2.3
H 0.757 -2.231 -0.831 0.0 0.2 0.5
H 2.048 -1.355 -1.362 -0.4 -0.1 1.6
```
Forces are in eV/Å.


Computed, not measured: a cluster of 2 separate species, C6H10O in total, with wB97M-V/def2-TZVPD.

The calculation puts the strongest force on any atom at 3.86 eV Å⁻¹. Its HOMO-LUMO gap is 10.245 eV.

```
17
Properties=species:S:1:pos:R:3:forces:R:3
C -1.198 -0.793 -1.508 -0.4 -0.9 -1.7
C -0.832 0.177 -0.709 -0.4 2.6 0.6
C -0.502 -0.131 0.722 1.7 -0.5 -3.4
C -1.352 -0.062 1.675 -0.8 0.4 3.7
C 0.890 -0.649 0.862 -1.6 0.0 -1.3
C 1.380 -1.558 0.034 2.1 0.1 2.8
H -1.427 -0.696 -2.592 0.2 0.2 1.0
H -1.218 -1.820 -1.123 -0.2 0.4 -0.2
H -0.803 1.315 -0.998 -0.1 -2.4 0.2
H -1.040 -0.288 2.700 0.1 -0.2 -0.3
H -2.325 0.355 1.677 -0.9 0.2 -0.7
H 1.391 -0.102 1.584 1.6 0.4 1.4
H 2.360 -2.000 0.234 0.0 0.5 -0.2
H 0.794 -2.117 -0.588 -1.4 -0.9 -1.8
O 1.642 2.707 -0.929 -1.3 2.1 2.5
H 1.444 3.418 -0.199 1.1 -1.7 -2.1
H 0.795 2.244 -0.842 0.4 -0.4 -0.4
```
Forces are in eV/Å.


Computed, not measured: the molecule C2H5N3S, with wB97M-V/def2-TZVPD.

The calculation puts the strongest force on any atom at 1.56 eV Å⁻¹. Its HOMO-LUMO gap is 9.675 eV.

```
11
Properties=species:S:1:pos:R:3:forces:R:3
C -1.245 -1.233 0.416 0.3 0.3 -0.2
N -1.351 -0.496 -0.620 0.4 0.0 0.1
N -0.793 0.770 -0.602 -0.6 -0.9 -0.5
C 0.295 1.244 0.098 0.8 0.9 1.0
N 1.466 0.779 0.341 -0.6 -0.8 -0.8
S 1.889 -0.738 -0.435 -0.4 0.8 0.6
H -0.764 -0.934 1.356 0.0 0.0 -0.3
H -1.648 -2.236 0.321 -0.1 0.2 0.1
H -1.063 1.335 -1.391 -0.3 -0.1 0.1
H 0.064 2.252 0.490 0.6 -0.3 -0.1
H 3.151 -0.745 0.025 -0.1 0.1 0.0
```
Forces are in eV/Å.


Computed, not measured: a structure of composition C2H8N2O3, with wB97M-V/def2-TZVPD.

The calculation puts the strongest force on any atom at 3.61 eV Å⁻¹. Its HOMO-LUMO gap is 9.076 eV.

```
15
Properties=species:S:1:pos:R:3:forces:R:3
C -0.898 1.878 0.868 0.7 -1.3 1.1
C -0.688 0.684 -0.045 -0.8 -2.8 2.1
N -0.814 -1.069 0.678 -0.8 3.3 -0.1
N 1.948 -1.797 -0.810 -0.7 1.5 -0.4
O -1.018 -1.959 -0.355 1.3 -1.3 -1.5
O -1.081 3.010 0.085 -1.7 -0.1 1.4
O -0.389 0.853 -1.151 0.7 -0.7 -2.1
H 0.098 1.907 1.447 -1.6 0.1 -0.2
H -1.779 1.668 1.477 0.3 0.4 0.3
H -1.793 -0.996 1.095 1.6 -0.1 -0.6
H 2.113 -1.060 -1.534 -0.9 -0.1 1.4
H 2.724 -2.358 -1.061 0.9 -1.2 0.9
H 1.925 -1.449 0.187 0.5 -0.4 -1.8
H -0.222 3.097 -0.236 2.1 1.1 -1.7
H -0.127 -2.407 -0.644 -1.6 1.8 1.1
```
Forces are in eV/Å.